1.
101
Properties=species:S:1:pos:R:3:mulliken_spin:R:1 method="wB97M-V/def2-TZVPD" relative_energy_kj_mol=65.20 s2=0.76 spin_multiplicity=2 homo_lumo_gap_ev="5.622 / 5.646" charge=+2
Co 0.02 0.08 -0.16 0.960
O -3.88 0.79 0.74 0.000
C -2.61 0.47 0.66 0.008
O -1.93 0.70 -0.35 0.027
C -1.94 -0.10 1.82 -0.005
C -2.39 -0.14 3.13 0.007
C -1.52 -0.62 4.12 -0.001
C -0.22 -0.98 3.78 0.003
C 0.19 -0.89 2.45 -0.006
N -0.70 -0.54 1.47 -0.090
C 1.52 -0.97 1.89 0.012
O 2.57 -1.45 2.54 -0.001
O 1.69 -0.47 0.75 0.017
H -4.20 1.24 -0.07 -0.001
H -3.38 0.20 3.36 0.000
H -1.86 -0.68 5.14 0.000
H 0.47 -1.27 4.55 0.000
H 2.36 -1.94 3.35 0.000
C 2.81 -3.52 -5.20 0.000
C 1.42 -2.87 -5.42 -0.003
C 0.94 -3.14 -6.85 0.000
C 1.59 -1.39 -5.17 -0.004
C 2.16 -0.51 -6.09 0.001
C 2.38 0.82 -5.77 -0.001
C 2.07 1.32 -4.52 0.000
C 1.50 0.48 -3.58 -0.005
P 1.07 1.09 -1.91 -0.057
C 0.17 2.58 -2.42 0.002
C 0.68 3.87 -2.40 -0.004
C -0.12 4.94 -2.79 0.001
C -1.41 4.71 -3.22 -0.002
C -1.91 3.42 -3.29 0.001
C -1.13 2.36 -2.89 -0.006
C 2.72 1.57 -1.33 0.000
C 2.93 2.61 -0.44 -0.004
C 4.21 2.91 -0.01 0.002
C 5.29 2.16 -0.46 -0.003
C 5.08 1.09 -1.31 0.002
C 3.80 0.78 -1.73 -0.004
C 1.26 -0.86 -3.91 0.003
O 0.70 -1.58 -2.93 0.031
C 0.23 -2.82 -3.21 -0.012
C -0.54 -3.37 -2.18 0.006
C -1.06 -4.64 -2.34 -0.004
C -0.83 -5.32 -3.53 0.000
C -0.08 -4.75 -4.54 0.002
C 0.48 -3.49 -4.41 -0.002
P -0.79 -2.34 -0.69 0.049
C -2.60 -2.27 -0.66 0.016
C -3.37 -2.40 0.49 -0.005
C -4.75 -2.25 0.41 -0.002
C -5.36 -1.92 -0.79 0.002
C -4.59 -1.75 -1.93 -0.001
C -3.22 -1.93 -1.87 0.002
C -0.21 -3.56 0.53 -0.003
C 1.17 -3.60 0.73 0.008
C 1.72 -4.47 1.65 0.002
C 0.89 -5.32 2.37 0.001
C -0.47 -5.32 2.14 0.000
C -1.02 -4.46 1.21 -0.005
H 3.53 -3.10 -5.88 0.000
H 2.75 -4.59 -5.37 0.000
H 3.14 -3.36 -4.18 0.000
H 1.64 -2.73 -7.58 0.000
H -0.03 -2.69 -7.02 0.000
H 0.87 -4.20 -7.05 0.000
H 2.44 -0.87 -7.07 0.000
H 2.82 1.47 -6.51 0.000
H 2.27 2.35 -4.27 0.000
H 1.70 4.06 -2.10 0.000
H 0.28 5.94 -2.76 0.000
H -2.04 5.55 -3.50 0.000
H -2.90 3.25 -3.68 0.000
H -1.50 1.34 -2.93 -0.001
H 2.10 3.22 -0.10 -0.001
H 4.37 3.73 0.68 0.000
H 6.29 2.41 -0.15 0.000
H 5.91 0.48 -1.65 0.000
H 3.64 -0.06 -2.39 -0.001
H -1.63 -5.10 -1.55 0.000
H -1.25 -6.31 -3.67 0.000
H 0.07 -5.32 -5.45 0.000
H -2.92 -2.62 1.44 0.001
H -5.35 -2.40 1.30 0.000
H -6.43 -1.80 -0.85 0.000
H -5.05 -1.50 -2.87 0.000
H -2.62 -1.79 -2.76 0.000
H 1.81 -2.95 0.15 0.000
H 2.79 -4.50 1.79 0.000
H 1.32 -5.99 3.11 0.000
H -1.11 -6.02 2.66 0.000
H -2.08 -4.50 1.01 0.000
I -0.42 6.26 1.52 0.001
C 0.09 4.24 1.64 0.001
C 0.97 3.63 2.51 0.002
N 1.00 2.33 2.16 0.012
N 0.21 2.07 1.12 0.040
C -0.36 3.22 0.80 0.005
H 1.55 4.03 3.32 0.000
H 1.56 1.61 2.59 0.004
H -1.05 3.29 -0.02 0.000


2.
106
Properties=species:S:1:pos:R:3:mulliken_spin:R:1 method="wB97M-V/def2-TZVPD" relative_energy_kj_mol=0.00 s2=15.76 spin_multiplicity=8 homo_lumo_gap_ev="6.856 / 6.963" charge=0
Eu 11.72 16.68 12.72 6.961
C 14.04 16.00 10.56 0.014
N 14.07 16.61 11.93 -0.037
C 14.62 17.99 11.90 0.003
C 13.97 18.95 12.92 0.004
N 12.55 18.98 12.65 0.000
C 11.94 20.05 12.21 -0.022
C 12.33 21.40 12.29 -0.001
F 13.57 21.77 12.69 0.000
C 11.64 22.44 11.76 0.000
F 12.18 23.64 11.85 0.000
C 10.38 22.25 11.18 0.000
F 9.76 23.29 10.70 0.000
C 9.93 20.94 11.05 -0.001
F 8.76 20.75 10.42 0.000
C 10.71 19.90 11.51 0.013
F 10.19 18.60 11.29 0.017
C 14.81 15.69 12.77 0.021
C 14.62 15.93 14.31 -0.003
N 13.21 16.16 14.58 -0.015
C 12.76 16.19 15.85 -0.012
C 13.42 16.05 17.09 0.000
F 14.64 15.48 17.09 0.000
C 12.79 16.20 18.31 -0.001
F 13.55 15.90 19.44 0.000
C 11.49 16.61 18.46 0.000
F 10.94 16.93 19.62 0.000
C 10.80 16.70 17.26 -0.002
F 9.49 16.94 17.32 0.000
C 11.42 16.62 16.07 0.009
F 10.63 16.69 14.90 0.020
H 14.87 16.25 9.90 0.001
H 13.18 16.37 9.97 -0.009
H 13.91 14.94 10.66 0.003
H 14.36 18.48 10.94 0.001
H 15.71 17.93 11.99 0.000
H 14.39 19.91 12.72 0.000
H 14.20 18.61 13.94 -0.004
H 15.91 15.60 12.53 -0.001
H 14.32 14.72 12.68 -0.007
H 15.24 16.81 14.69 -0.001
H 14.98 15.08 14.84 -0.003
C 9.98 13.18 13.25 -0.041
N 8.71 12.72 12.79 -0.001
C 8.10 13.56 11.75 0.006
P 8.81 15.29 11.65 0.045
C 8.00 16.12 13.05 -0.019
C 7.92 17.51 13.10 -0.001
C 7.56 18.11 14.33 -0.004
C 7.23 17.33 15.46 0.000
C 7.21 15.94 15.34 0.000
C 7.58 15.34 14.11 0.011
C 7.90 16.00 10.19 -0.004
C 8.53 16.22 8.97 0.000
C 7.94 16.97 7.98 0.002
C 6.66 17.47 8.14 0.000
C 5.93 17.15 9.28 0.000
C 6.60 16.40 10.28 0.002
C 7.98 11.70 13.37 0.000
C 6.89 11.12 12.67 0.000
C 6.27 10.05 13.23 0.000
C 6.67 9.46 14.46 0.000
C 7.62 10.15 15.20 0.000
C 8.34 11.23 14.66 0.000
P 11.52 13.18 12.25 0.027
C 12.23 11.54 12.74 0.006
C 11.51 10.49 13.32 0.001
C 12.03 9.23 13.58 0.000
C 13.37 9.03 13.21 0.000
C 14.07 9.99 12.45 0.000
C 13.50 11.22 12.26 -0.001
C 11.00 12.72 10.59 -0.014
C 11.09 13.73 9.56 -0.001
C 10.60 13.50 8.26 0.000
C 9.96 12.25 7.97 0.000
C 9.93 11.26 8.96 0.000
C 10.56 11.44 10.19 -0.001
H 10.29 12.68 14.23 0.003
H 9.97 14.23 13.57 0.024
H 7.05 13.75 11.99 -0.001
H 8.23 13.14 10.70 0.001
H 8.13 18.09 12.24 0.000
H 7.41 19.15 14.29 0.000
H 7.11 17.81 16.39 0.000
H 6.85 15.37 16.18 0.000
H 7.48 14.30 14.03 0.000
H 9.56 16.08 8.88 -0.001
H 8.49 17.19 7.10 0.000
H 6.21 18.07 7.36 0.000
H 4.90 17.54 9.45 0.000
H 6.05 16.20 11.20 0.000
H 6.53 11.53 11.74 0.000
H 5.43 9.56 12.74 0.000
H 6.11 8.67 14.96 0.000
H 7.83 9.89 16.21 0.000
H 9.04 11.74 15.28 0.000
H 10.54 10.77 13.66 -0.001
H 11.45 8.50 14.18 0.000
H 13.82 8.03 13.23 0.000
H 15.06 9.81 12.06 0.000
H 14.08 11.92 11.64 0.000
H 11.57 14.72 9.80 0.007
H 10.63 14.26 7.49 0.000
H 9.53 12.10 7.02 0.000
H 9.59 10.28 8.71 0.000
H 10.63 10.63 10.91 0.000


3.
98
Properties=species:S:1:pos:R:3:lowdin_charge:R:1 method="wB97M-V/def2-TZVPD" homo_lumo_gap_ev="7.250 / 7.250" charge=-1
Fe 0.01 -0.14 0.14 -0.101
C 0.21 -2.84 2.72 -0.195
Si 0.80 -2.03 1.10 0.581
C 0.62 -3.46 -0.17 -0.277
C 1.10 -4.77 0.03 -0.092
C 0.85 -5.77 -0.89 -0.094
C 0.08 -5.51 -2.02 -0.091
C -0.42 -4.23 -2.23 -0.100
C -0.11 -3.21 -1.33 -0.356
P -0.74 -1.50 -1.50 1.083
C -0.40 -1.01 -3.24 -0.310
C 0.35 -1.78 -4.13 -0.094
C 0.63 -1.31 -5.41 -0.094
C 0.17 -0.07 -5.82 -0.100
C -0.58 0.70 -4.94 -0.080
C -0.86 0.24 -3.66 -0.103
C -2.53 -1.91 -1.58 -0.302
C -3.06 -2.59 -0.47 -0.091
C -4.39 -2.96 -0.44 -0.085
C -5.22 -2.65 -1.50 -0.102
C -4.72 -1.97 -2.60 -0.091
C -3.37 -1.61 -2.64 -0.068
C 2.72 -1.86 1.29 -0.279
C 3.57 -2.66 2.06 -0.094
C 4.94 -2.43 2.09 -0.095
C 5.49 -1.41 1.33 -0.091
C 4.67 -0.62 0.54 -0.096
C 3.29 -0.83 0.55 -0.360
P 2.15 0.06 -0.58 1.086
C 2.89 -0.59 -2.14 -0.294
C 3.32 0.19 -3.21 -0.073
C 3.92 -0.40 -4.32 -0.092
C 4.11 -1.77 -4.38 -0.106
C 3.68 -2.55 -3.31 -0.083
C 3.08 -1.97 -2.21 -0.091
C 2.68 1.81 -0.57 -0.317
C 2.12 2.66 -1.53 -0.114
C 2.35 4.02 -1.49 -0.070
C 3.12 4.57 -0.48 -0.096
C 3.66 3.74 0.50 -0.088
C 3.44 2.37 0.46 -0.089
H 0.98 -3.44 3.21 0.009
H -0.63 -3.51 2.51 0.026
H -0.15 -2.09 3.41 0.010
H 1.68 -4.99 0.91 0.097
H 1.24 -6.77 -0.73 0.094
H -0.15 -6.30 -2.72 0.095
H -1.04 -4.03 -3.09 0.110
H 0.73 -2.74 -3.83 0.084
H 1.23 -1.92 -6.07 0.099
H 0.40 0.29 -6.81 0.094
H -0.95 1.67 -5.25 0.102
H -1.41 0.87 -2.98 0.099
H -2.41 -2.81 0.37 0.111
H -4.77 -3.48 0.43 0.101
H -6.27 -2.93 -1.48 0.093
H -5.36 -1.73 -3.43 0.095
H -2.99 -1.09 -3.50 0.093
H 3.16 -3.47 2.65 0.086
H 5.58 -3.06 2.70 0.093
H 6.56 -1.23 1.34 0.095
H 5.10 0.16 -0.08 0.109
H 3.21 1.27 -3.19 0.087
H 4.24 0.23 -5.15 0.099
H 4.58 -2.22 -5.24 0.095
H 3.82 -3.63 -3.34 0.104
H 2.77 -2.60 -1.39 0.095
H 1.45 2.25 -2.28 0.108
H 1.89 4.66 -2.23 0.107
H 3.29 5.64 -0.44 0.096
H 4.24 4.16 1.31 0.100
H 3.83 1.74 1.25 0.099
O -1.36 3.54 -0.92 0.025
C -0.80 2.54 -0.47 -0.606
O -0.64 1.42 -1.02 -0.118
C -0.13 2.65 0.89 -0.143
C -0.02 3.92 1.49 0.017
C 0.65 4.04 2.66 -0.006
C 1.19 2.88 3.27 -0.157
C 1.91 2.94 4.48 -0.047
C 2.41 1.80 5.05 -0.089
C 2.17 0.56 4.44 -0.057
C 1.48 0.48 3.26 -0.004
C 1.00 1.64 2.62 -0.168
N 0.36 1.54 1.41 0.127
H -0.48 4.75 0.97 0.117
H 0.78 5.00 3.15 0.114
H 2.06 3.90 4.95 0.106
H 2.96 1.85 5.98 0.096
H 2.54 -0.35 4.90 0.106
H 1.27 -0.47 2.81 0.040
C -3.91 0.38 1.38 -0.104
O -2.77 0.13 0.58 -0.160
C -1.61 -0.24 1.27 -0.477
O -1.71 -0.39 2.47 -0.030
H -4.60 0.98 0.78 0.083
H -3.65 0.91 2.30 0.077
H -4.41 -0.56 1.66 0.078


4.
103
Properties=species:S:1:pos:R:3:mulliken_spin:R:1 method="wB97M-V/def2-TZVPD" relative_energy_kj_mol=0.00 s2=0.76 spin_multiplicity=2 homo_lumo_gap_ev="7.058 / 7.055" charge=-1
Sr 0.12 -0.01 0.90 0.068
Cl 4.90 -3.70 -4.43 0.000
C 3.70 -3.10 -3.30 0.000
C 2.37 -3.50 -3.44 0.000
C 1.41 -3.05 -2.57 -0.001
C 1.72 -2.14 -1.50 -0.018
O 0.82 -1.72 -0.71 -0.029
C 3.10 -1.76 -1.39 0.004
C 3.58 -0.83 -0.38 -0.006
O 2.93 -0.20 0.43 -0.004
C 4.06 -2.25 -2.29 0.000
H 2.10 -4.19 -4.23 0.000
H 0.39 -3.39 -2.65 0.000
H 4.68 -0.69 -0.40 0.000
H 5.09 -1.94 -2.18 0.000
C 1.71 4.22 2.79 0.000
C 0.92 3.15 2.34 0.004
N 1.08 2.58 1.16 0.009
C 2.04 3.05 0.35 0.000
C 2.90 4.10 0.71 0.000
C 2.71 4.69 1.97 0.000
C 3.93 4.52 -0.19 0.000
C 4.09 3.94 -1.39 0.000
C 3.21 2.87 -1.81 0.001
C 3.34 2.24 -3.06 0.000
C 2.46 1.25 -3.40 0.000
C 1.46 0.89 -2.47 0.000
N 1.34 1.45 -1.29 0.000
C 2.19 2.43 -0.96 0.001
H 1.54 4.64 3.77 0.000
H 0.16 2.72 2.98 -0.002
H 3.35 5.50 2.28 0.000
H 4.59 5.33 0.12 0.000
H 4.87 4.26 -2.07 0.000
H 4.12 2.54 -3.74 0.000
H 2.52 0.73 -4.34 0.000
H 0.75 0.11 -2.71 0.000
C -3.49 -2.62 -3.00 0.000
C -3.14 -1.22 -2.55 0.000
C -4.00 -0.15 -2.74 0.000
C -3.63 1.12 -2.31 0.000
C -2.40 1.25 -1.69 0.000
Br -1.84 2.97 -1.12 0.000
N -1.57 0.25 -1.49 0.002
C -1.94 -0.96 -1.92 0.000
H -4.40 -2.97 -2.53 0.000
H -2.68 -3.31 -2.75 0.000
H -3.64 -2.65 -4.08 0.000
H -4.96 -0.29 -3.22 0.000
H -4.28 1.97 -2.44 0.000
H -1.23 -1.75 -1.70 -0.001
S -3.18 -1.10 3.57 0.000
C -2.74 -0.10 2.35 0.000
N -2.37 0.56 1.45 -0.002
C -6.91 -6.56 2.52 0.000
C -5.65 -5.81 2.19 0.000
C -4.42 -6.26 2.63 0.000
C -3.24 -5.56 2.35 0.000
C -1.93 -6.10 2.86 0.001
C -3.31 -4.38 1.60 0.001
Te -1.51 -3.33 1.17 0.011
N 1.23 -1.57 2.64 0.984
C 0.87 -0.77 3.59 -0.185
O 0.74 0.49 3.36 0.052
C 0.54 -1.31 4.94 0.048
C 1.03 -2.55 5.35 0.025
C 0.70 -3.04 6.60 0.002
C -0.12 -2.30 7.45 0.000
C -0.61 -1.07 7.04 0.006
C -0.28 -0.57 5.79 0.009
C -0.83 -4.72 -0.26 0.001
C -1.71 -5.27 -1.19 0.001
C -1.27 -6.18 -2.14 -0.001
C 0.08 -6.53 -2.17 0.001
C 0.95 -5.97 -1.24 -0.002
C 0.51 -5.07 -0.28 -0.010
C 1.47 -4.48 0.73 0.028
C -4.55 -3.92 1.13 -0.001
C -4.69 -2.66 0.31 0.000
C -5.70 -4.64 1.44 0.000
H -6.70 -7.49 3.03 0.000
H -7.48 -6.79 1.61 0.000
H -7.56 -5.96 3.16 0.000
H -4.36 -7.17 3.22 0.000
H -2.09 -6.97 3.51 0.000
H -1.39 -5.34 3.43 0.000
H -1.29 -6.41 2.04 0.000
H 1.66 -3.11 4.67 0.027
H 1.08 -4.01 6.92 0.000
H -0.38 -2.69 8.43 -0.001
H -1.26 -0.50 7.69 0.000
H -0.66 0.37 5.43 0.002
H -2.76 -5.00 -1.15 0.000
H -1.96 -6.60 -2.85 0.000
H 0.45 -7.22 -2.91 0.000
H 2.00 -6.23 -1.27 0.000
H 2.50 -4.71 0.46 0.000
H 1.27 -4.89 1.72 -0.002
H 1.36 -3.39 0.82 -0.016
H -4.43 -1.79 0.91 0.000
H -5.71 -2.55 -0.05 0.000
H -4.01 -2.67 -0.54 -0.001
H -6.65 -4.28 1.08 0.000


Let's list E in order: -130464.442 -122500.077 -121990.001 -166607.551 eV.